38
Properties=species:S:1:pos:R:3:nbo_charge:R:1 method="wB97M-V/def2-TZVPD" e_lumo_ev=-2.56 total_charge=+1 mol_weight_g_mol=359.2 largest_force_ev_per_a=0.778 smiles="Cc1ccccc1C[N@@H+]1CCN[C@@H](CC(=O)I)C1" e_above_lowest_ev=0.000 energy_ha=-1027.6740
C 0.25588 2.79760 -1.06562 -0.646
C -0.07307 1.64249 -1.97037 -0.023
C -1.09296 1.77518 -2.90663 -0.194
C -1.45150 0.73328 -3.74562 -0.164
C -0.78209 -0.47681 -3.66642 -0.205
C 0.23511 -0.62244 -2.74395 -0.203
C 0.59377 0.42597 -1.89662 -0.046
C 1.66136 0.18008 -0.88309 -0.237
N 1.03729 -0.06842 0.47789 -0.358
C 1.74332 0.61260 1.60560 -0.237
C 1.03381 0.26494 2.93979 -0.253
N -0.23168 -0.43559 2.76212 -0.593
C -0.15114 -1.64596 1.95944 -0.061
C -1.51601 -2.00152 1.35021 -0.549
C -2.76204 -1.47752 2.02436 0.457
O -3.58189 -0.83054 1.44749 -0.492
I -3.05137 -1.96163 4.08271 0.096
C 0.91043 -1.50491 0.84326 -0.234
H -0.16304 2.66368 -0.06349 0.203
H -0.17242 3.71698 -1.45441 0.250
H 1.32902 2.96095 -0.95974 0.218
H -1.60920 2.72272 -2.97439 0.226
H -2.24705 0.87019 -4.46290 0.234
H -1.04377 -1.29388 -4.32216 0.234
H 0.77633 -1.55964 -2.69154 0.212
H 2.22629 -0.71191 -1.14008 0.233
H 2.35649 1.00894 -0.77084 0.234
H 0.09466 0.32263 0.41751 0.438
H 1.77454 1.68107 1.40668 0.232
H 2.76366 0.23388 1.58790 0.224
H 0.81193 1.18322 3.47700 0.239
H 1.69522 -0.32571 3.56897 0.219
H -0.91467 0.21132 2.38194 0.358
H 0.19669 -2.46795 2.58592 0.224
H -1.57957 -1.63910 0.32061 0.228
H -1.62527 -3.08580 1.31736 0.271
H 1.89397 -1.80713 1.19762 0.226
H 0.65896 -2.09124 -0.03648 0.240



48
Properties=species:S:1:pos:R:3:nbo_charge:R:1 method="wB97M-V/def2-TZVPD" e_lumo_ev=0.40 total_charge=0 mol_weight_g_mol=323.4 largest_force_ev_per_a=3.109 smiles="CNC(=O)[C@@H](CC(C)C)NC(=O)[C@@H](Cc1cnc[nH]1)NC(C)=O" e_above_lowest_ev=1.860 energy_ha=-1086.0793
C -2.50428 -3.18111 3.51221 -0.412
N -1.46831 -2.70819 2.58526 -0.619
C -1.02070 -3.55801 1.62866 0.671
O -1.52827 -4.65566 1.47871 -0.624
C 0.04406 -2.90036 0.64846 -0.132
C -0.02301 -3.62906 -0.67593 -0.407
C 1.05686 -3.39338 -1.66452 -0.219
C 2.39299 -4.13674 -1.38310 -0.607
C 0.55110 -3.70577 -3.04996 -0.600
N -0.28810 -1.49470 0.31692 -0.663
C 0.65280 -0.48066 0.51596 0.674
O 1.77620 -0.72809 0.89445 -0.608
C 0.37171 0.94241 -0.00850 -0.120
C -0.08385 0.96699 -1.49140 -0.440
C -0.59940 2.38643 -2.00109 0.116
C 0.09301 3.57711 -2.07074 -0.129
N -0.85938 4.53539 -2.44466 -0.455
C -2.01655 3.91861 -2.69191 0.137
N -1.88512 2.61834 -2.44873 -0.524
N -0.64385 1.76152 0.73805 -0.621
C -1.94378 1.37000 1.04222 0.691
C -2.86723 2.53498 1.37219 -0.734
O -2.42557 0.25712 0.92990 -0.644
H -2.62079 -2.39748 4.26084 0.202
H -2.09875 -4.07087 4.01722 0.208
H -3.49352 -3.43100 3.03431 0.213
H -1.01833 -1.79025 2.65006 0.410
H 0.96237 -2.96713 1.16880 0.246
H -0.21435 -4.68029 -0.52705 0.238
H -0.93826 -3.37004 -1.28162 0.206
H 1.32136 -2.29421 -1.78670 0.187
H 2.26461 -5.19557 -1.60712 0.200
H 2.62219 -4.15935 -0.31043 0.209
H 3.16953 -3.63209 -1.93253 0.213
H 0.46967 -4.78218 -3.02583 0.200
H 1.30623 -3.54186 -3.87037 0.210
H -0.41476 -3.15249 -3.30281 0.204
H -1.30455 -1.18882 0.15966 0.452
H 1.31932 1.46287 0.05786 0.235
H -0.73633 0.16925 -1.79555 0.228
H 0.85990 0.88377 -1.98351 0.234
H 1.07565 3.74371 -1.63522 0.216
H -2.78570 4.29304 -3.38464 0.210
H -2.61535 1.93996 -2.42101 0.419
H -0.48871 2.75849 0.66944 0.411
H -2.49920 3.11144 2.23445 0.231
H -3.08299 3.29427 0.61827 0.243
H -3.83075 2.09756 1.77245 0.243



31
Properties=species:S:1:pos:R:3:lowdin_spin:R:1 method="wB97M-V/def2-TZVPD" e_lumo_ev="-8.08 / -9.85" total_charge=+2 spin_multiplicity=5 mol_weight_g_mol=502.5 largest_force_ev_per_a=2.505 energy_ha=-3069.8400
Ru 11.01550 5.43607 7.31568 2.520
Cl 17.80144 5.39817 9.10122 0.136
C 16.17501 5.04316 9.05300 0.184
C 15.49510 5.49843 7.90560 0.109
C 14.13382 5.56380 7.91173 0.063
Cl 13.09293 6.20483 6.65440 0.046
C 13.41843 5.02460 8.99711 0.163
O 12.14918 4.90990 8.99158 0.230
C 14.19092 4.40434 10.14665 0.133
Cl 13.33035 3.62856 11.34659 0.073
C 15.53293 4.38740 10.05996 -0.016
H 15.98936 5.77359 7.01901 0.003
H 16.18809 3.91479 10.72258 -0.003
C 6.57522 7.24282 6.16218 0.002
C 7.68746 6.19045 6.20586 0.006
O 7.32142 5.01772 5.46578 0.001
P 7.84892 5.67880 7.97220 0.008
O 6.71526 4.59118 8.22487 0.002
O 7.58488 7.03139 8.81799 0.001
O 9.25096 5.09783 8.26074 0.051
P 9.30652 6.67946 5.56241 0.028
O 9.34224 7.10103 4.05073 0.007
O 9.95157 7.50796 6.58659 0.116
O 10.08923 5.36498 5.59912 0.137
H 5.62333 6.80420 6.46253 0.000
H 6.36352 7.72503 5.19803 0.000
H 6.94611 8.06780 6.79411 0.000
H 6.40010 5.18500 5.08491 0.000
H 6.71157 3.89862 8.97277 0.000
H 7.37003 6.92021 9.77213 0.000
H 8.92690 7.92476 3.88017 0.001



98
Properties=species:S:1:pos:R:3:lowdin_charge:R:1 method="wB97M-V/def2-TZVPD" e_lumo_ev=3.65 total_charge=-2 mol_weight_g_mol=821.5 largest_force_ev_per_a=0.257 e_above_lowest_ev=0.326 energy_ha=-3067.9556
Rb 0.43238 0.81147 0.31010 0.692
O 1.04858 5.25715 3.82308 0.030
C 0.58153 4.42027 3.05646 -0.456
N 0.64850 4.31739 1.70864 0.101
C 1.42500 5.17092 1.00472 -0.461
O 2.18161 6.06294 1.37715 0.027
C 1.30625 4.96447 -0.50996 -0.198
C 1.72940 6.00060 -1.34121 -0.026
C 1.61865 5.84641 -2.71055 -0.091
C 1.10481 4.66032 -3.21051 -0.071
C 0.72309 3.67356 -2.31225 -0.125
N 0.81477 3.82384 -0.98960 0.104
C -0.29346 3.32634 3.67694 -0.193
C -0.83430 3.54944 4.94022 -0.022
C -1.67283 2.59445 5.48383 -0.084
C -1.93723 1.44273 4.75522 -0.077
C -1.33700 1.29709 3.51425 -0.154
N -0.52981 2.21512 2.98643 0.095
H 2.13933 6.88737 -0.87895 0.104
H 1.93564 6.63775 -3.38161 0.093
H 1.01314 4.48677 -4.27526 0.094
H 0.32956 2.71723 -2.63526 0.073
H -0.58132 4.46802 5.45073 0.104
H -2.11831 2.74498 6.46099 0.093
H -2.58815 0.66596 5.13563 0.098
H -1.51430 0.41308 2.91096 0.096
C 0.39861 -1.31650 4.69308 -0.185
O 0.65002 -1.27085 3.31855 -0.301
Si 0.67689 -2.65711 2.34124 0.262
C -1.13069 -3.13347 2.09642 -0.154
C 1.33349 -4.04980 3.47069 -0.170
C 1.64584 -2.32984 0.87317 -0.467
Si 3.39570 -1.95967 1.13636 0.335
C 4.11954 -0.66069 -0.03873 -0.178
C 4.56534 -3.46300 1.00420 -0.191
C 3.77485 -1.25349 2.85610 -0.185
Si 1.16055 -3.18760 -0.65131 0.345
C -0.55711 -2.76231 -1.33371 -0.168
C 1.08769 -5.09119 -0.47919 -0.194
C 2.35810 -2.94681 -2.09983 -0.185
H 1.14706 -1.91624 5.22677 0.072
H -0.59289 -1.73607 4.92120 0.078
H 0.42893 -0.29944 5.09082 0.073
H -1.61220 -3.23651 3.07561 0.023
H -1.22577 -4.09545 1.58483 0.018
H -1.68157 -2.38190 1.52671 0.006
H 0.71819 -4.22422 4.35990 0.015
H 2.36257 -3.87183 3.79300 0.010
H 1.33503 -4.97060 2.87834 0.019
H 3.95216 -0.90187 -1.08809 0.009
H 5.19745 -0.55077 0.12378 0.021
H 3.66242 0.31678 0.14119 0.018
H 4.49211 -3.95221 0.02991 0.002
H 4.29262 -4.20324 1.76325 0.015
H 5.61092 -3.17767 1.16404 0.012
H 3.21323 -0.33202 3.02510 0.029
H 4.84310 -1.02901 2.94016 0.021
H 3.50960 -1.94476 3.66004 0.008
H -1.33470 -3.18120 -0.69014 0.016
H -0.67764 -3.20082 -2.33096 0.025
H -0.75225 -1.68936 -1.41091 0.006
H 0.38417 -5.39080 0.30316 0.004
H 2.07129 -5.48423 -0.20366 0.015
H 0.77561 -5.56981 -1.41447 0.013
H 2.39703 -1.90756 -2.42636 -0.003
H 2.01483 -3.55380 -2.94537 0.021
H 3.37322 -3.26610 -1.85090 0.010
O 1.58486 0.53591 -2.53878 -0.173
N 0.87179 -0.05230 -3.37346 -0.063
N -0.41267 0.12256 -3.23097 -0.272
O -0.97491 0.85617 -2.29396 -0.223
C -1.23106 -0.50797 -4.19622 -0.175
C -2.55614 -0.10364 -4.29252 -0.029
C -3.39496 -0.68941 -5.23043 -0.105
C -2.92637 -1.68281 -6.07637 -0.125
C -1.59704 -2.08473 -5.97040 -0.105
C -0.74935 -1.50955 -5.04210 -0.027
H -2.88350 0.67579 -3.62055 0.083
H -4.42801 -0.36549 -5.29704 0.092
H -3.58425 -2.14628 -6.80120 0.085
H -1.21771 -2.86908 -6.61493 0.093
H 0.27735 -1.82992 -4.94659 0.102
C -4.44500 -0.58401 -1.55670 -0.025
N -3.87861 0.66212 -1.07597 -0.044
C -4.08907 1.84517 -1.69138 -0.094
C -3.49480 2.97620 -1.26852 -0.009
C -2.59582 2.85445 -0.15317 -0.386
N -2.38535 1.70420 0.45384 0.132
C -2.98221 0.57137 0.00944 -0.535
O -2.79941 -0.53302 0.50723 0.025
N -1.95231 3.94151 0.30990 0.177
H -5.03690 -0.37950 -2.44835 0.080
H -5.07196 -1.03297 -0.78614 0.091
H -3.64565 -1.28237 -1.79871 0.094
H -4.75129 1.82530 -2.54885 0.124
H -3.64860 3.91345 -1.78149 0.100
H -1.90958 4.73427 -0.30829 0.097
H -1.10038 3.81191 0.87857 0.057



13
Properties=species:S:1:pos:R:3:nbo_charge:R:1 method="wB97M-V/def2-TZVPD" e_lumo_ev=0.84 total_charge=0 mol_weight_g_mol=89.1 largest_force_ev_per_a=13.461 smiles="CONC(C)=O" e_above_lowest_ev=5.728 energy_ha=-323.5704
C 1.13151 -0.59552 1.62638 -0.181
O 1.09465 -0.61999 0.18178 -0.388
N 0.64990 0.68091 -0.24066 -0.434
C -0.33424 0.42162 -1.21941 0.662
C -1.76491 0.39149 -0.96772 -0.706
O 0.17721 0.14009 -2.34757 -0.540
H 0.30922 -0.69260 1.92996 0.134
H 1.60760 -1.70443 1.96673 0.157
H 1.76389 0.04604 2.18824 0.181
H 1.43065 1.21748 -0.46513 0.371
H -1.84974 -0.53341 -0.21358 0.242
H -2.04294 1.27017 -0.53306 0.241
H -2.17280 -0.02184 -1.90596 0.260



6
Properties=species:S:1:pos:R:3:nbo_charge:R:1 method="wB97M-V/def2-TZVPD" e_lumo_ev=-0.16 total_charge=0 mol_weight_g_mol=78.1 largest_force_ev_per_a=3.957 e_above_lowest_ev=3.042 energy_ha=-587.8750
C 0.20681 -1.11798 0.39196 0.325
O 1.25005 -1.05076 0.93772 -0.440
O -1.46231 0.58823 -0.73193 -0.986
S -0.16685 0.01872 -1.17303 0.878
H 0.65691 1.08818 -1.12187 0.050
H -0.80306 -1.49806 0.48033 0.174